Here is 2 unconnected molecules or ions with the total composition C12H13P from the Open Molecules 2025 dataset. Energies are from ωB97M-V/def2-TZVPD.

Calculated values
* electronic energy: -21938.24498 eV
* energy above the lowest of the compared OMol25 structures with the same formula, charge and spin: 76.9 kcal per mole
* highest occupied orbital energy (alpha / beta): -7.56 / -7.73 eV
* net charge: 0
* Kohn-Sham gap (alpha / beta): 6.41 / 6.27 eV

Each atom is followed by the atoms it is bonded to, with distances in Å.
CARTESIAN COORDINATES (ANGSTROEM)
1 C 0.8186 0.5874 -2.6979  C2 1.396, C3 1.393, H14 1.012
2 C -0.1328 -0.4084 -2.4681  C1 1.396, C4 1.375, H15 1.019
3 C 0.5452 1.7911 -2.0521  C1 1.393, C5 1.325, H16 1.059
4 C -1.2384 -0.1615 -1.6896  C2 1.375, C6 1.363, H17 1.115
5 C -0.5123 2.0556 -1.2981  C3 1.325, C6 1.477, H18 1.128
6 C -1.5693 1.0373 -1.1311  C4 1.363, C5 1.477, P13 1.729
7 C -0.2511 0.6157 1.4693  C8 1.391, C9 1.421, H19 1.082
8 C -1.0093 -0.2716 2.2253  C7 1.391, C11 1.494, H20 1.055
9 C 1.0195 0.1878 0.9990  C7 1.421, C10 1.508, H21 1.183, H22 1.166
10 C 1.3344 -1.2817 1.1212  C9 1.508, C12 1.521, H23 1.211, H24 1.164
11 C -0.6067 -1.6711 2.5569  C8 1.494, C12 1.331, H25 1.057
12 C 0.5718 -2.1220 2.1342  C10 1.521, C11 1.331, H26 1.033
13 P -3.0756 1.3932 -0.3610  C6 1.729
14 H 1.6434 0.5518 -3.2828  C1 1.012
15 H 0.0293 -1.3755 -2.7438  C2 1.019
16 H 1.2110 2.5790 -2.2900  C3 1.059
17 H -1.9791 -0.9948 -1.6844  C4 1.115
18 H -0.7511 3.0720 -0.8721  C5 1.128
19 H -0.6728 1.5391 1.0950  C7 1.082
20 H -1.9848 -0.0269 2.5439  C8 1.055
21 H 1.1106 0.3794 -0.1643  C9 1.183
22 H 1.9548 0.8286 1.2711  C9 1.166
23 H 1.3158 -1.9259 0.0960  C10 1.211
24 H 2.4486 -1.3294 1.4548  C10 1.164
25 H -1.2594 -2.0756 3.2833  C11 1.057
26 H 1.0399 -2.9735 2.4855  C12 1.033

Results of the Mulliken charge analysis, in e, for atoms 1 through 2:
1. C -0.6618
2. C -0.5998

=====

Here is 40 unconnected molecules or ions with the total composition H80O40 from the Open Molecules 2025 dataset. Energies are from ωB97M-V/def2-TZVPD.

Calculated values
* electronic energy: -83189.93341 eV
* energy above the lowest of the compared OMol25 structures with the same formula, charge and spin: 366.2 kcal per mole
* highest occupied orbital energy: -10.43 eV
* net charge: 0
* Kohn-Sham gap: 9.89 eV

Each atom is followed by the atoms it is bonded to, with distances in Å.
CARTESIAN COORDINATES (ANGSTROEM)
1 H 0.5097 0.6490 2.5184  O3 0.882
2 H 1.0265 0.1592 3.9074  O3 0.881
3 O 0.6549 0.7603 3.3809  H1 0.882, H2 0.881
4 H -3.0897 -4.8713 -2.1175  O6 1.015
5 H -3.9167 -5.7355 -1.0151  O6 0.963
6 O -3.0441 -5.4100 -1.2583  H4 1.015, H5 0.963
7 H 3.2174 -1.0895 1.1870  O9 0.952
8 H 1.7708 -1.3762 0.8662  O9 1.024
9 O 2.4564 -0.6163 0.8648  H7 0.952, H8 1.024
10 H 2.1679 3.1332 3.5003  O12 1.050
11 H 2.4218 3.0816 5.1025  O12 0.979
12 O 2.8906 2.9868 4.2486  H10 1.050, H11 0.979
13 H 6.2293 2.0040 0.6173  O15 0.930
14 H 6.2999 2.2126 -0.7211  O15 0.974
15 O 6.5787 1.5199 -0.0962  H13 0.930, H14 0.974
16 H -1.5409 -2.0161 0.1505  O17 1.114
17 O -2.0048 -2.1593 -0.8521  H16 1.114, H95 0.937
18 H -1.6223 1.1933 1.5020  O19 1.083
19 O -1.4282 2.2394 1.7064  H18 1.083, H97 1.037
20 H -0.4505 -0.4486 -2.6478  O22 0.928
21 H -1.4986 -1.5636 -3.1066  O22 0.909
22 O -0.6430 -1.3112 -2.9300  H20 0.928, H21 0.909
23 H -3.6526 -0.0008 3.0530  O25 0.999
24 H -4.5852 -1.2295 2.9336  O25 0.925
25 O -3.7000 -0.9988 3.0683  H23 0.999, H24 0.925
26 H -1.3491 4.7534 1.8712  O28 1.032
27 H -0.6885 3.9014 2.9224  O28 0.982
28 O -1.3308 4.6435 2.8976  H26 1.032, H27 0.982
29 H 1.0993 -4.1035 -3.2393  O31 0.907
30 H 1.3188 -2.7994 -2.3337  O31 1.021
31 O 0.8719 -3.7092 -2.4542  H29 0.907, H30 1.021
32 H -0.4962 0.2464 -0.9096  O33 0.907
33 O 0.0042 0.7601 -1.4651  H32 0.907, H98 0.949
34 H -1.8323 -1.9273 2.7988  O36 0.955
35 H -0.3939 -2.5934 2.7266  O36 0.982
36 O -0.9410 -1.8177 2.4731  H34 0.955, H35 0.982
37 H -2.7759 0.0341 -4.8028  O39 0.920
38 H -4.2000 0.0928 -5.3530  O39 0.978
39 O -3.4565 0.6207 -4.9991  H37 0.920, H38 0.978
40 H 3.8031 -0.7727 -0.9236  O42 0.885
41 H 4.8980 -0.9459 -1.9294  O42 0.959
42 O 4.0602 -1.2787 -1.6030  H40 0.885, H41 0.959
43 H 2.2038 -2.7330 3.3484  O45 0.953
44 H 1.2793 -4.0051 2.6910  O45 1.013
45 O 1.3514 -3.0857 3.1091  H43 0.953, H44 1.013
46 H 0.9041 2.4462 -1.6776  O48 1.077
47 H 1.2858 3.7955 -1.2795  O48 0.942
48 O 1.1919 2.9932 -0.7957  H46 1.077, H47 0.942
49 H -5.2177 -1.4492 -0.7010  O51 1.036
50 H -3.6396 -1.7142 0.0046  O51 1.092
51 O -4.5694 -1.1426 0.0472  H49 1.036, H50 1.092
52 H 2.6833 0.3040 -3.6443  O53 1.031
53 O 1.7149 0.1917 -3.9811  H52 1.031, H94 1.002
54 H -3.9738 4.2994 1.5480  O56 1.004
55 H -3.1425 4.4544 2.8353  O56 0.976
56 O -4.0707 4.4671 2.5333  H54 1.004, H55 0.976
57 H 0.3838 -0.1649 -5.1952  O58 1.011
58 O 0.0653 -1.1081 -5.3728  H57 1.011, H96 1.052
59 H 3.6477 -1.5687 4.5323  O61 0.986
60 H 4.5392 -2.7742 3.8945  O61 0.960
61 O 3.7312 -2.2603 3.8342  H59 0.986, H60 0.960
62 H -2.8824 0.5600 0.2543  O64 0.928
63 H -2.8540 -0.5176 1.3340  O64 0.904
64 O -2.3836 0.1232 0.9038  H62 0.928, H63 0.904
65 H 4.6746 3.2201 -0.7851  O67 1.031
66 H 3.3664 3.5043 0.0304  O67 1.072
67 O 4.1949 4.0411 -0.3874  H65 1.031, H66 1.072
68 H 1.2373 4.1957 -3.2212  O70 1.023
69 H 2.9013 4.7698 -3.0347  O70 0.996
70 O 1.9243 4.9454 -3.1124  H68 1.023, H69 0.996
71 H 3.2803 0.9221 5.4310  O73 0.991
72 H 2.3524 1.2168 4.3485  O73 1.016
73 O 2.8262 0.4000 4.7223  H71 0.991, H72 1.016
74 H 2.6367 -5.1130 -0.7350  O76 0.961
75 H 3.5276 -4.0824 0.1498  O76 0.992
76 O 2.8571 -4.8131 0.1515  H74 0.961, H75 0.992
77 H -4.8372 -3.5014 0.3187  O79 1.020
78 H -6.1674 -2.8422 -0.0222  O79 0.914
79 O -5.5723 -3.4336 -0.3847  H77 1.020, H78 0.914
80 H 0.5142 -2.8872 5.1272  O82 1.026
81 H -0.9440 -2.3833 4.8817  O82 0.986
82 O -0.4657 -3.1331 5.3070  H80 1.026, H81 0.986
83 H -1.5933 -2.1763 -5.3423  O85 0.880
84 H -2.2828 -3.2747 -4.6466  O85 0.992
85 O -2.3153 -2.6705 -5.4325  H83 0.880, H84 0.992
86 H -1.9118 2.7059 6.0245  O88 0.975
87 H -1.8102 2.6763 4.7259  O88 0.884
88 O -1.6146 3.3057 5.3155  H86 0.975, H87 0.884
89 H -3.3314 2.3543 -1.8053  O90 1.018
90 O -2.9134 2.0314 -0.9347  H89 1.018, H99 0.912
91 H 0.1305 -3.8334 1.6911  O93 0.992
92 H 0.0251 -4.2271 0.0740  O93 1.062
93 O 0.1363 -3.4409 0.7800  H91 0.992, H92 1.062
94 H 1.7860 -0.7890 -4.1748  O53 1.002
95 H -1.2494 -2.3596 -1.3694  O17 0.937
96 H -0.1168 -1.5899 -4.4557  O58 1.052
97 H -1.9428 2.2124 2.6067  O19 1.037
98 H 0.7574 0.9965 -0.9385  O33 0.949
99 H -2.7852 2.9332 -0.9799  O90 0.912
100 O -2.9131 3.7502 -3.6496  H101 1.089, H102 0.974
101 H -2.8152 4.3595 -4.5466  O100 1.089
102 H -2.3972 2.9334 -3.7754  O100 0.974
103 O 0.6205 2.5963 -4.6015  H104 0.973, H105 0.980
104 H 1.1089 1.7753 -4.7852  O103 0.973
105 H -0.3152 2.7407 -4.8541  O103 0.980
106 O -3.9340 1.6830 2.6587  H107 0.973, H108 0.799
107 H -3.6872 1.8887 1.7400  O106 0.973
108 H -4.0754 2.3971 2.9878  O106 0.799
109 O -3.6724 -3.1619 -2.4817  H110 0.997, H111 1.020
110 H -4.6036 -2.8550 -2.3028  O109 0.997
111 H -3.3522 -2.7674 -1.5968  O109 1.020
112 O 5.5332 -1.2308 1.1750  H113 0.950, H114 1.028
113 H 5.3803 -1.9274 1.8031  O112 0.950
114 H 5.8965 -0.3362 1.5293  O112 1.028
115 O 4.8070 1.1756 -4.0382  H116 0.978, H117 1.029
116 H 5.3975 1.8853 -3.7154  O115 0.978
117 H 3.9390 1.6025 -4.3885  O115 1.029
118 O 2.3540 1.8188 1.7165  H119 0.936, H120 0.937
119 H 2.3798 1.0008 2.1706  O118 0.936
120 H 2.2207 1.5624 0.8249  O118 0.937

Results of the Mulliken charge analysis, in e, for atoms 1 through 2:
1. H 0.1238
2. H 0.2398

=====

Here is 2 unconnected molecules or ions with the total composition C5H11O2 from the Open Molecules 2025 dataset. Energies are from ωB97M-V/def2-TZVPD.

Calculated values
* electronic energy: -9454.51381 eV
* energy above the lowest of the compared OMol25 structures with the same formula, charge and spin: 36.0 kcal per mole
* 2S+1: 2
* highest occupied orbital energy (alpha / beta): 3.88 / -1.36 eV
* expectation value of S²: 0.75
* net charge: -2
* Kohn-Sham gap (alpha / beta): 2.90 / 8.05 eV

Each atom is followed by the atoms it is bonded to, with distances in Å.
CARTESIAN COORDINATES (ANGSTROEM)
1 C 0.4182 0.2074 -1.7235  C2 1.487, C3 1.573, H4 1.109, H5 1.184
2 C -0.2830 1.1306 -0.7925  C1 1.487, H6 1.060, H7 1.121, H10 1.197
3 C 1.8929 -0.1814 -1.3384  C1 1.573, H8 1.158, H9 1.021, H11 0.990
4 H -0.2292 -0.6707 -1.9224  C1 1.109
5 H 0.3863 0.7876 -2.7548  C1 1.184
6 H -0.1354 2.1769 -0.8735  C2 1.060
7 H 0.0714 1.0873 0.2704  C2 1.121
8 H 2.4210 -0.7929 -2.1683  C3 1.158
9 H 2.5615 0.5766 -1.1970  C3 1.021
10 H -1.4641 0.9388 -0.7838  C2 1.197
11 H 1.9272 -0.8668 -0.6252  C3 0.990
12 C -1.0796 -1.0135 1.4498  C13 1.576, H16 1.024, H17 1.076, H18 1.128
13 C -1.0423 -0.1534 2.7697  C12 1.576, O14 1.236, O15 1.266
14 O -2.2044 0.0031 3.1616  C13 1.236
15 O 0.0176 0.2590 3.3258  C13 1.266
16 H -1.5613 -1.9071 1.5855  C12 1.024
17 H -0.1151 -1.1499 0.9919  C12 1.076
18 H -1.5816 -0.4317 0.6248  C12 1.128

Results of the Mulliken charge analysis, in e, for atoms 1 through 2:
1. C -1.4668
2. C -1.7207